1.
Density functional theory data (ωB97M-V/def2-TZVPD) for a 2-piece molecular cluster, C37H45F3N2O8S2 overall in a non-equilibrium geometry.

Last column: Löwdin charge in e.
Element x y z (Å)
C (-1.548, -0.285, 5.712)  -0.141
C (-3.012, -0.058, 4.981)  -0.263
C (-3.800, -1.442, 4.595)  -0.228
C (-2.926, -2.522, 3.724)  -0.225
C (-2.060, -1.882, 2.488)  -0.225
C (-0.998, -2.970, 1.791)  -0.185
C (0.545, -2.444, 2.151)  -0.190
C (1.100, -1.491, 0.896)  -0.204
C (0.672, 0.085, 1.038)  -0.171
C (0.669, 0.915, -0.402)  -0.149
C (1.833, 0.274, -1.362)  0.000
C (3.413, 0.725, -1.151)  -0.050
C (3.961, 1.786, -0.028)  -0.161
O (3.263, 3.081, 0.001)  -0.171
C (3.008, 3.610, -1.349)  -0.168
O (2.658, 5.057, -1.161)  -0.162
C (1.249, 5.199, -0.755)  -0.171
C (0.332, 5.556, -2.102)  -0.192
O (-0.168, 4.317, -2.744)  -0.158
C (4.519, 0.032, -2.145)  0.063
C (4.166, -1.103, -3.316)  -0.152
S (5.621, -1.727, -4.322)  0.861
O (6.689, -0.565, -4.302)  -0.367
O (5.316, -1.997, -5.815)  -0.331
C (6.401, -3.158, -3.397)  -0.276
F (7.884, -2.986, -3.517)  0.013
F (5.914, -4.501, -3.789)  0.034
F (6.091, -2.971, -1.932)  -0.013
C (2.598, -1.582, -3.496)  0.032
C (1.441, -0.862, -2.525)  0.047
C (-0.112, -1.381, -2.801)  -0.160
O (-1.078, -1.410, -1.855)  -0.066
C (-0.587, -1.968, -4.294)  0.058
C (0.620, -2.683, -5.183)  -0.014
C (0.356, -3.367, -6.670)  0.028
C (-1.213, -3.282, -7.220)  -0.038
C (-2.419, -2.531, -6.341)  -0.413
S (-4.119, -2.512, -7.181)  0.654
C (-2.159, -1.843, -4.848)  -0.090
N (-3.233, -1.148, -4.041)  -0.126
C (-3.769, 0.039, -4.809)  -0.116
C (-4.319, -2.087, -3.567)  -0.258
C (-4.137, -2.973, -2.160)  -0.024
O (-5.519, -2.264, -4.181)  -0.083
C (2.176, -2.729, -4.592)  -0.193
O (2.942, -3.729, -5.033)  -0.019
H (-1.193, 0.767, 6.131)  0.054
H (-0.697, -0.634, 4.970)  0.056
H (-1.573, -1.071, 6.590)  0.083
H (-3.663, 0.721, 5.592)  0.106
H (-2.769, 0.487, 3.948)  0.102
H (-4.742, -1.156, 3.929)  0.116
H (-4.092, -1.966, 5.607)  0.110
H (-2.151, -3.143, 4.385)  0.122
H (-3.652, -3.327, 3.247)  0.114
H (-1.385, -1.038, 2.938)  0.054
H (-2.714, -1.393, 1.633)  0.118
H (-1.186, -4.075, 2.133)  0.107
H (-1.190, -2.921, 0.622)  0.097
H (1.214, -3.430, 2.091)  0.113
H (0.612, -1.912, 3.194)  0.104
H (0.738, -2.021, -0.082)  0.090
H (2.292, -1.535, 0.869)  0.118
H (1.475, 0.606, 1.742)  0.118
H (-0.377, 0.276, 1.521)  0.107
H (-0.416, 0.927, -0.899)  0.127
H (0.866, 2.053, -0.098)  0.101
H (3.864, 1.263, 1.023)  0.141
H (5.131, 1.957, -0.191)  0.146
H (3.941, 3.555, -2.061)  0.167
H (2.045, 3.082, -1.768)  0.130
H (1.051, 6.085, 0.006)  0.139
H (0.772, 4.243, -0.277)  0.118
H (1.028, 6.178, -2.844)  0.142
H (-0.631, 6.174, -1.793)  0.128
H (-1.166, 4.264, -2.581)  0.108
H (5.661, 0.347, -1.999)  0.123
H (1.180, -3.896, -7.321)  0.111
H (-1.436, -3.788, -8.277)  0.102
H (-4.781, -3.670, -6.699)  -0.090
H (-3.993, 0.987, -4.119)  0.109
H (-4.670, -0.192, -5.520)  0.073
H (-2.881, 0.398, -5.522)  0.113
H (-5.230, -3.007, -1.679)  0.100
H (-3.440, -2.450, -1.378)  0.064
H (-3.821, -4.070, -2.424)  0.095
C (-0.563, 5.224, 8.975)  -0.081
C (-1.743, 4.499, 8.848)  -0.077
C (-1.702, 3.295, 8.164)  -0.148
N (-0.582, 2.784, 7.609)  0.049
C (0.548, 3.511, 7.748)  -0.147
C (0.608, 4.723, 8.416)  -0.078
H (-0.556, 6.172, 9.506)  0.105
H (-2.673, 4.863, 9.272)  0.101
H (-2.597, 2.691, 8.041)  0.101
H (1.434, 3.079, 7.291)  0.103
H (1.544, 5.264, 8.498)  0.101

Summary:
Gap between HOMO and LUMO: 6.97 eV
Structure (SMILES): CCCCCCCCCCc1c(COCOCCO)cc(S(=O)(=O)C(F)(F)F)c2c1C(=O)c1c(ccc(S)c1N(C)C(C)=O)C2=O.c1ccncc1
E_tot: -3243.123578 hartree

***

2.
Density functional theory data (ωB97M-V/def2-TZVPD) for C37H45FLaN7O5S3 as an isolated structure in a non-equilibrium geometry.

Last column: Löwdin charge in e.
Element x y z (Å)
La (0.006, -1.317, -1.812)  1.801
C (1.594, -3.644, -4.047)  -0.100
N (2.157, -2.451, -3.407)  -0.236
C (3.429, -2.780, -2.718)  -0.162
C (3.396, -3.975, -1.790)  -0.159
N (2.590, -3.797, -0.562)  -0.156
C (1.687, -4.928, -0.329)  -0.069
C (3.397, -3.544, 0.598)  -0.266
C (4.388, -4.440, 0.994)  -0.010
C (5.164, -4.203, 2.116)  -0.040
C (4.968, -3.059, 2.879)  -0.058
C (3.980, -2.164, 2.515)  -0.084
C (3.198, -2.410, 1.387)  -0.459
S (1.983, -1.245, 0.934)  0.995
C (2.458, -1.374, -4.349)  -0.343
C (2.731, -1.668, -5.682)  -0.043
C (3.060, -0.661, -6.577)  -0.080
C (3.138, 0.648, -6.127)  -0.083
C (2.875, 0.942, -4.800)  -0.120
C (2.522, -0.054, -3.887)  -0.647
S (2.157, 0.431, -2.219)  0.456
H (2.341, -4.240, -4.585)  0.100
H (0.818, -3.357, -4.752)  0.075
H (1.140, -4.289, -3.293)  0.068
H (3.745, -1.886, -2.177)  0.102
H (4.183, -2.991, -3.488)  0.141
H (4.439, -4.174, -1.530)  0.125
H (3.051, -4.876, -2.300)  0.118
H (0.970, -4.988, -1.147)  0.053
H (1.134, -4.767, 0.597)  0.078
H (2.216, -5.886, -0.250)  0.101
H (4.549, -5.336, 0.407)  0.125
H (5.927, -4.917, 2.398)  0.117
H (5.580, -2.877, 3.752)  0.115
H (3.808, -1.270, 3.101)  0.106
H (2.688, -2.689, -6.034)  0.105
H (3.265, -0.905, -7.611)  0.105
H (3.405, 1.443, -6.812)  0.106
H (2.921, 1.965, -4.451)  0.096
C (-5.484, 4.056, 1.087)  -0.054
C (-5.013, 2.810, 1.808)  -0.176
N (-3.749, 2.282, 1.259)  -0.022
C (-3.800, 1.309, 0.335)  0.047
C (-2.720, 0.760, -0.300)  -0.021
C (-3.007, -0.258, -1.375)  -0.599
O (-4.070, -0.850, -1.398)  0.065
O (-2.029, -0.410, -2.214)  -0.276
C (-1.411, 1.189, 0.081)  -0.286
O (-0.342, 0.695, -0.334)  -0.195
C (-1.357, 2.288, 1.049)  -0.039
C (-0.113, 2.831, 1.388)  0.101
C (-0.056, 3.886, 2.245)  -0.180
F (1.145, 4.453, 2.520)  0.060
C (-1.199, 4.445, 2.838)  -0.142
C (-2.427, 3.896, 2.517)  0.066
C (-2.518, 2.832, 1.607)  -0.109
N (-1.136, 5.531, 3.736)  -0.089
C (-0.024, 5.745, 4.635)  -0.132
C (0.938, 6.815, 4.149)  -0.076
N (0.145, 8.078, 3.866)  0.064
C (-0.986, 7.830, 2.889)  -0.068
C (-1.879, 6.740, 3.460)  -0.133
H (-6.411, 4.420, 1.529)  0.088
H (-5.673, 3.848, 0.034)  0.089
H (-4.743, 4.856, 1.139)  0.066
H (-5.737, 2.002, 1.721)  0.128
H (-4.874, 2.969, 2.877)  0.119
H (-4.790, 0.948, 0.086)  0.154
H (0.789, 2.438, 0.936)  0.146
H (-3.308, 4.294, 2.997)  0.118
H (0.524, 4.822, 4.803)  0.143
H (-0.429, 6.049, 5.610)  0.140
H (1.414, 6.552, 3.207)  0.127
H (1.689, 7.080, 4.891)  0.143
H (0.763, 8.807, 3.509)  0.185
H (-0.242, 8.439, 4.741)  0.182
H (-0.508, 7.525, 1.959)  0.145
H (-1.499, 8.780, 2.747)  0.141
H (-2.685, 6.547, 2.756)  0.132
H (-2.349, 7.105, 4.383)  0.141
O (-1.176, -3.428, -1.549)  -0.741
S (-2.455, -4.261, -1.341)  1.045
C (-1.939, -5.748, -0.478)  -0.311
C (-1.964, -5.427, 1.012)  -0.216
C (-3.265, -4.654, 1.203)  -0.208
C (-3.283, -3.574, 0.118)  -0.295
H (-0.981, -6.031, -0.910)  0.083
H (-2.671, -6.515, -0.742)  0.105
H (-1.106, -4.803, 1.272)  0.096
H (-1.918, -6.333, 1.615)  0.124
H (-3.355, -4.197, 2.188)  0.122
H (-4.115, -5.328, 1.078)  0.121
H (-2.664, -2.722, 0.396)  0.073
H (-4.258, -3.207, -0.188)  0.091
N (-1.015, -0.767, -5.524)  0.187
C (-0.511, -1.106, -4.543)  -0.051
H (-1.385, -0.496, -6.413)  0.112
O (-0.418, -1.870, 0.758)  -0.261
N (0.580, -2.233, 1.331)  -0.244

Summary:
Gap between HOMO and LUMO: 5.78 eV
Total charge: +2
E_tot: -3522.024440 hartree

***

gap between HOMO and LUMO of number 2 (C37H45FLaN7O5S3)?
5.78 eV

***

Which value of E_tot does entry 2 give?
-3522.024440 hartree

***

gap between HOMO and LUMO of number 2 (C37H45FLaN7O5S3)?
5.78 eV